1.
18
Properties=species:S:1:pos:R:3:forces:R:3:mulliken_charge:R:1 method="wB97M-V/def2-TZVPD" homo_energy_ev=-13.6 multiplicity=1 e_above_lowest_ev=1.2932 gap_ev=10.38 charge=+1 total_energy_ev=-9441.577 smiles=NB(O)C[C@@H](N)[NH3+]
N 2.75250 -1.04844 -0.51156 -3.093 -0.540 -0.804 -0.367
B 1.89076 -0.08923 0.05306 -2.917 -0.010 -0.308 0.539
O 2.36151 1.03720 0.54309 3.008 -0.287 -0.148 -0.634
C 0.14304 -0.35484 0.17126 2.564 -0.249 -2.778 -1.498
C -1.04840 0.62380 0.21097 1.474 -2.417 1.037 0.762
N -1.20861 1.19584 -1.01017 2.317 -2.112 -0.560 -0.492
N -2.33471 -0.42732 0.52879 -0.945 1.439 0.058 -0.447
H 2.46020 -1.85781 -1.08952 0.623 0.935 1.020 0.233
H 3.64467 -1.02342 -0.13526 2.157 -0.294 0.192 0.216
H 1.87616 1.74698 0.85973 -1.537 1.574 0.888 0.317
H 0.22027 -0.87796 -0.86884 -1.204 0.090 1.895 0.305
H 0.24005 -1.00674 1.01774 -0.647 -0.765 0.271 0.345
H -1.05595 1.11279 1.18215 -0.210 0.942 -0.408 0.352
H -0.40176 0.93928 -1.60719 -1.290 0.678 0.162 0.187
H -1.68915 1.99674 -1.22846 -1.172 2.185 -0.178 0.195
H -3.00643 -0.41787 -0.24961 0.381 -0.236 0.203 0.337
H -2.83916 -0.21874 1.38776 -0.267 0.698 -0.025 0.337
H -2.00499 -1.33026 0.74604 0.758 -1.632 -0.515 0.311

---

2.
59
Properties=species:S:1:pos:R:3:forces:R:3:mulliken_charge:R:1 method="wB97M-V/def2-TZVPD" homo_energy_ev="-2.3 / -2.4" multiplicity=2 e_above_lowest_ev=0.0000 gap_ev="6.89 / 6.97" charge=-2 s2=0.805 total_energy_ev=-106467.910
Fe -0.33140 -0.32966 0.86276 0.052 0.414 -0.420 1.069
C -1.07729 3.32437 -0.41544 0.081 0.031 -0.010 -0.918
Si 0.02140 2.87475 1.05153 -0.471 0.272 -0.073 0.124
C 1.31726 4.25214 1.13472 -0.013 0.034 -0.040 -1.497
C -0.97609 3.09156 2.61735 0.131 -0.008 0.138 -1.160
N 0.69576 1.31175 0.84470 0.156 -0.442 0.074 1.043
C 1.99446 1.02154 0.51556 0.078 -0.015 -0.006 -0.126
C 3.15108 1.68424 0.94612 -0.041 -0.078 -0.063 -0.589
C 4.41451 1.29451 0.51421 0.058 0.083 0.045 -0.948
C 4.58680 0.22283 -0.34119 -0.029 -0.078 -0.032 -0.787
C 3.46324 -0.49752 -0.75553 0.045 0.039 0.012 -0.893
C 2.22744 -0.09465 -0.31680 -0.175 0.020 -0.009 1.003
O 1.03385 -0.73871 -0.65168 0.051 -0.117 0.056 0.772
C 1.08105 -1.86556 -1.45248 0.042 0.057 -0.015 -0.657
C 0.81153 -1.71009 -2.79694 0.046 -0.050 -0.081 0.160
C 0.85301 -2.82951 -3.62048 -0.011 0.055 0.019 -0.718
C 1.14501 -4.07517 -3.08522 0.030 -0.024 0.033 -0.452
C 1.38688 -4.20940 -1.72047 -0.008 -0.037 -0.056 -0.805
C 1.35639 -3.10089 -0.89142 -0.010 0.032 0.043 0.274
H -1.06335 4.40459 -0.59422 -0.017 0.018 0.014 0.524
H -2.11337 3.02242 -0.25359 0.031 0.032 0.011 0.113
H -0.73968 2.81067 -1.31742 -0.018 0.030 -0.014 0.202
H 0.76827 5.19981 1.11153 0.008 -0.015 0.011 0.343
H 2.01777 4.25008 0.29736 0.007 -0.031 -0.002 0.376
H 1.88409 4.21901 2.06614 0.031 0.028 0.020 0.306
H -1.40338 4.09981 2.63907 0.021 0.026 -0.003 0.422
H -0.29971 2.96229 3.46565 -0.041 0.027 0.057 0.308
H -1.77543 2.36730 2.75823 0.034 0.014 -0.067 0.385
H 3.05404 2.48526 1.65922 -0.002 0.050 0.035 0.375
H 5.28171 1.83445 0.87948 -0.008 0.001 -0.001 0.343
H 5.57407 -0.08132 -0.66529 0.003 0.005 -0.001 0.367
H 3.56030 -1.35970 -1.40155 -0.006 -0.005 -0.005 0.431
H 0.54442 -0.72780 -3.16426 0.000 -0.002 -0.005 0.385
H 0.63295 -2.72798 -4.67605 -0.003 0.005 0.003 0.343
H 1.15930 -4.94963 -3.72468 0.002 -0.001 0.001 0.350
H 1.57225 -5.18760 -1.29536 0.007 -0.001 -0.001 0.354
H 1.49528 -3.17098 0.17952 0.005 0.010 0.004 0.452
O 0.78120 0.63562 3.96128 0.151 0.155 0.076 -0.720
S 0.07702 -0.47529 3.36928 -0.199 -0.156 -0.397 1.173
O -0.27511 -1.51938 4.29396 -0.012 -0.065 -0.026 -0.763
O 0.84501 -1.03769 2.14427 0.136 -0.111 0.332 -0.521
O -1.14742 0.00964 2.55948 -0.073 0.004 0.104 -0.682
N -3.71264 0.75081 1.27454 -0.026 0.057 0.116 -0.650
C -3.85599 0.86939 -0.15731 -0.064 -0.082 -0.145 -0.910
C -2.65043 0.59100 -1.06547 -0.014 0.264 -0.048 0.607
O -2.83370 0.69681 -2.28407 -0.007 -0.156 0.040 -0.824
O -1.50245 0.34710 -0.55599 0.105 -0.207 0.097 -0.161
H -3.51055 -0.21618 1.50814 -0.006 0.019 -0.055 0.353
H -2.90308 1.27156 1.58718 0.000 -0.032 -0.018 0.103
H -4.19147 1.87932 -0.42155 0.035 -0.002 0.014 0.397
H -4.64246 0.19667 -0.50313 0.006 -0.004 0.047 0.365
C -2.16562 -2.93210 -1.66609 0.027 0.021 -0.051 -0.652
S -2.31447 -2.83503 0.09885 0.108 -0.108 0.142 1.098
O -2.31733 -4.20780 0.56396 -0.021 0.026 -0.051 -0.749
O -3.50861 -2.06814 0.38370 -0.013 -0.052 -0.037 -0.765
O -1.06042 -2.14699 0.52662 -0.040 -0.057 0.128 -0.656
H -3.06953 -3.40761 -2.04212 -0.019 0.008 -0.005 0.495
H -1.29410 -3.54509 -1.89375 -0.069 0.022 0.019 0.083
H -2.05230 -1.93385 -2.08487 -0.073 0.076 0.051 0.105

---

3.
13
Properties=species:S:1:pos:R:3:forces:R:3:mulliken_charge:R:1 method="wB97M-V/def2-TZVPD" homo_energy_ev="-12.7 / -12.6" multiplicity=1 e_above_lowest_ev=1.9278 gap_ev="6.41 / 6.41" charge=+1 total_energy_ev=-99184.989
C 1.23204 -0.55423 1.38765 -2.534 -3.171 -0.279 -0.781
C -0.19170 1.48449 1.15885 -3.462 -2.407 1.066 -0.799
N 0.04080 0.07108 0.80710 -0.049 0.103 -0.490 -0.233
P -0.74795 -0.33301 -3.37349 -1.196 -0.262 0.131 0.118
Br -3.00444 -0.78720 -3.50753 1.429 0.299 0.250 -0.039
I -0.93896 -0.80541 -0.61094 -0.721 -0.278 -0.694 0.538
I 0.14770 -2.33736 -4.28106 0.033 0.116 0.205 0.237
H 1.59749 0.32887 1.74745 2.457 1.282 1.812 0.379
H 0.83579 -1.34706 2.14148 1.127 1.566 -0.787 0.262
H 1.85738 -1.09883 0.67267 0.086 0.547 0.099 0.322
H 0.48553 2.14728 0.80262 2.152 1.942 -1.761 0.395
H -1.24772 1.69804 0.79625 1.376 0.260 0.872 0.263
H -0.06595 1.53333 2.25897 -0.696 0.004 -0.423 0.338

---

4.
33
Properties=species:S:1:pos:R:3:forces:R:3:mulliken_charge:R:1 method="wB97M-V/def2-TZVPD" homo_energy_ev="-15.7 / -15.7" multiplicity=3 gap_ev="5.68 / 5.79" charge=+2 s2=2.010 total_energy_ev=-50894.964
O 5.21489 -0.19802 0.09117 -3.950 -2.256 -2.670 -0.148
C 4.33589 -0.69105 -0.49405 3.819 2.228 2.626 0.159
Ti 0.31896 -1.50355 -1.68028 3.575 2.950 3.541 0.312
O 2.71234 -3.17113 -3.47623 -2.714 2.773 3.034 -0.090
C 2.00796 -2.55096 -2.80164 2.550 -3.414 -3.786 0.364
C -1.24350 -2.17379 -2.50914 -5.649 -3.214 -3.776 0.399
O -2.20296 -2.58428 -2.98981 2.366 1.201 1.371 -0.134
C 1.34710 0.04383 -2.85602 0.897 3.045 -3.129 0.346
O 1.67067 0.83860 -3.60792 -0.715 -2.288 2.376 -0.065
C 1.16904 -2.99080 -0.30279 0.413 -3.160 2.016 0.383
O 1.40034 -3.90246 0.33244 -0.317 2.291 -1.385 -0.061
C 0.95064 0.75123 0.70168 -0.123 1.819 0.138 -0.806
N -0.05495 -0.07651 -0.08290 0.845 -0.173 0.115 0.771
C -0.96278 0.89167 -0.78048 -1.389 0.823 0.645 -0.878
N -1.69212 1.76363 0.16916 0.649 -0.803 -0.271 0.065
C -0.69303 2.54252 0.92806 0.399 0.332 -0.377 -0.772
N 0.25052 1.66030 1.65283 0.056 -0.875 -0.867 0.129
C -0.54540 0.85209 2.58891 -0.882 1.039 0.789 -0.800
N -1.54871 0.03388 1.88977 0.759 -0.468 -0.953 0.086
C -0.80652 -0.85347 0.96057 -2.389 0.476 0.198 -0.877
C -2.44101 0.92655 1.12550 -0.415 -1.096 -1.026 -0.722
H 1.54400 1.38232 -0.01091 -0.498 -0.582 0.518 0.272
H 1.62497 0.09618 1.25405 -0.105 -0.068 -0.043 0.320
H -1.71950 0.31778 -1.36631 0.311 0.293 0.180 0.449
H -0.38832 1.56292 -1.43788 0.003 -0.406 0.129 0.439
H -1.23904 3.16963 1.65580 0.411 -0.242 -0.345 0.369
H -0.12879 3.19378 0.22306 -0.360 -0.355 0.505 0.322
H 0.09859 0.21886 3.19296 0.076 -0.058 0.053 0.331
H -1.11941 1.55677 3.27011 0.856 -0.852 -0.682 0.353
H -1.57031 -1.50671 0.44065 0.630 0.384 0.422 0.316
H -0.13667 -1.45595 1.56330 0.302 -0.122 -0.123 0.511
H -2.97841 1.56912 1.81529 -0.088 0.004 0.026 0.355
H -3.17448 0.28701 0.54102 0.678 0.771 0.750 0.303

---

- Which of these has the lowest charge?
  C18H25FeN2O10S2Si